[1]
The following is a DFT calculation (ωB97M-V/def2-TZVPD) of a structure of composition C26H17BF5N5O3RhSe in a non-equilibrium geometry.

Last column: Löwdin charge in e.
CARTESIAN COORDINATES (ANGSTROEM)
Rh: -0.265 -0.431 -0.622  1.3983
Se: 6.457 -3.419 1.072  1.1970
N: 5.905 -1.750 0.822  -0.2109
C: 4.619 -1.801 0.599  -0.3324
C: 3.799 -0.621 0.350  -0.0664
C: 4.291 0.687 0.334  0.0484
C: 3.420 1.728 0.093  0.0080
C: 2.072 1.458 -0.130  -0.0409
N: 1.603 0.216 -0.114  -0.0027
C: 2.446 -0.814 0.117  -0.1164
C: 1.848 -2.143 0.117  -0.1087
N: 0.520 -2.207 -0.138  -0.0043
C: -0.107 -3.379 -0.122  -0.0279
C: 0.583 -4.558 0.147  0.0122
C: 1.939 -4.517 0.387  0.0495
C: 2.595 -3.282 0.374  -0.0662
C: 4.025 -3.114 0.615  -0.3324
N: 4.836 -4.110 0.850  -0.2111
H: 5.345 0.858 0.508  0.1322
H: 3.762 2.752 0.068  0.1256
H: 1.354 2.239 -0.336  0.1291
H: -1.164 -3.363 -0.353  0.1209
H: 0.040 -5.491 0.152  0.1271
H: 2.508 -5.415 0.586  0.1324
C: -7.246 0.988 -1.754  -0.0387
C: -6.639 1.868 -0.677  -0.2800
C: -6.650 3.336 -1.065  -0.1351
C: -6.188 4.183 0.107  -0.1187
C: -4.862 3.694 0.618  -0.1167
C: -4.026 4.536 1.311  0.0753
C: -2.781 4.094 1.756  -0.2457
F: -2.002 4.957 2.414  0.0926
C: -2.331 2.830 1.520  0.0807
C: -3.163 1.952 0.813  -0.0434
C: -2.693 0.628 0.492  -0.2700
O: -1.531 0.237 0.923  -0.0765
C: -3.510 -0.159 -0.298  -0.0321
C: -4.772 0.276 -0.640  0.0700
N: -5.231 1.479 -0.328  0.0657
C: -4.431 2.372 0.371  -0.0475
C: -3.024 -1.481 -0.798  -0.5651
O: -3.735 -2.460 -0.731  0.1118
O: -1.845 -1.429 -1.336  -0.1324
H: -8.222 1.402 -2.003  0.0952
H: -7.411 -0.038 -1.430  0.0873
H: -6.639 0.991 -2.661  0.1043
H: -7.200 1.744 0.254  0.1652
H: -7.665 3.605 -1.355  0.1285
H: -6.008 3.486 -1.937  0.1419
H: -6.928 4.131 0.911  0.1350
H: -6.103 5.233 -0.173  0.1286
H: -4.316 5.561 1.504  0.1415
H: -1.351 2.510 1.841  0.1370
H: -5.422 -0.386 -1.188  0.1421
F: -0.288 0.527 -2.947  0.0962
B: -0.953 1.691 -2.513  -1.1957
F: -0.373 2.833 -2.955  0.1990
F: -2.309 1.618 -2.697  0.1803
F: -0.731 1.603 -1.015  -0.0409

- Kohn-Sham gap (alpha / beta) (Ha) = 0.22957 / 0.22922
- maximum force (eV/Å) = 2.493
- net charge = +1
- E_tot (a.u.) = -4536.74420
- HOMO (alpha / beta) (eV) = -11.5 / -11.5
- energy above the lowest of the compared OMol25 structures with the same formula, charge and spin (kcal/mol) = 33.8

---

[2]
The following is a DFT calculation (ωB97M-V/def2-TZVPD) of the molecule C3H5N7 in a non-equilibrium geometry.

Last column: Löwdin charge in e.
CARTESIAN COORDINATES (ANGSTROEM)
C: 2.628 -0.535 0.397  -0.1799
C: 1.800 0.552 0.208  -0.0974
C: -0.997 0.680 -0.447  -0.2007
N: 1.958 -1.639 0.115  -0.0044
N: 0.737 -1.296 -0.245  -0.0364
N: -2.601 -0.111 0.903  -0.0059
N: -2.596 -0.832 -0.058  -0.0087
N: 0.644 -0.012 -0.205  -0.0801
N: -1.656 0.912 0.747  0.0362
N: -1.724 -0.381 -1.006  0.0210
H: 3.596 -0.495 0.739  0.0671
H: 1.930 1.572 0.228  0.0742
H: -0.900 1.440 -1.192  0.1286
H: -1.152 1.182 1.586  0.1424
H: -1.667 -1.037 -1.771  0.1438

- Kohn-Sham gap (Ha) = 0.37534
- maximum force (eV/Å) = 3.545
- net charge = 0
- E_tot (a.u.) = -500.47679
- HOMO (eV) = -9.6
- energy above the lowest of the compared OMol25 structures with the same formula, charge and spin (kcal/mol) = 15.5

---

[3]
The following is a DFT calculation (ωB97M-V/def2-TZVPD) of a structure of composition CH18Ba3O12 in a non-equilibrium geometry.

Last column: Löwdin charge in e.
CARTESIAN COORDINATES (ANGSTROEM)
Ba: -0.910 2.397 2.672  2.0621
Ba: -0.769 2.940 -2.031  2.0080
Ba: 3.015 2.046 0.726  2.0357
C: 0.130 0.652 0.155  -1.2711
O: 0.709 0.380 1.222  -0.2375
O: 0.847 0.745 -0.796  -0.1912
O: -1.040 0.977 0.133  -0.2109
O: -0.331 -0.127 -3.120  -0.0856
H: 0.254 -0.145 -2.363  -0.0327
H: -0.773 -0.977 -3.102  0.0333
O: -1.517 -2.008 -1.726  -0.0150
H: -2.010 -1.301 -1.308  -0.0087
H: -0.916 -2.315 -1.047  0.0123
O: 3.339 0.420 2.951  -0.1608
H: 4.149 -0.079 2.845  0.0742
H: 2.720 -0.206 3.328  0.0719
O: -3.518 -0.503 -0.410  -0.0065
H: -2.856 0.189 -0.417  -0.0215
H: -4.282 -0.109 -0.833  0.0801
O: 1.796 1.850 -3.154  -0.1240
H: 1.822 1.102 -2.557  -0.0208
H: 2.335 1.582 -3.898  0.0920
O: -1.331 -0.334 2.903  -0.1360
H: -0.694 -0.401 2.191  -0.0303
H: -1.903 -1.093 2.785  0.0921
O: 3.994 -0.310 -0.546  -0.1351
H: 3.214 -0.790 -0.823  0.0471
H: 4.686 -0.617 -1.132  0.0873
O: 0.373 -2.953 0.392  0.0016
H: -0.299 -3.213 1.022  0.0664
H: 0.614 -2.064 0.652  0.0033
O: -3.438 1.639 2.033  -0.1744
H: -4.094 1.921 1.395  0.0762
H: -3.316 0.706 1.856  0.0184

- Kohn-Sham gap (Ha) = 0.20364
- maximum force (eV/Å) = 8.253
- net charge = +4
- E_tot (a.u.) = -1026.99505
- HOMO (eV) = -20.5

---

[4]
The following is a DFT calculation (ωB97M-V/def2-TZVPD) of a cluster of 2 separate species, C3H9N2OS in total in a non-equilibrium geometry.

Last column: Löwdin charge in e.
CARTESIAN COORDINATES (ANGSTROEM)
C: -1.926 0.702 -0.298  -0.8930
C: 1.877 -0.331 -0.230  -0.0219
C: -3.371 0.405 -0.464  -0.3367
N: 1.669 1.155 -0.305  0.1356
N: -3.620 -0.824 -0.996  0.1121
O: -0.978 0.950 -0.949  0.0169
S: -2.323 0.278 1.246  0.9576
H: 2.900 -0.604 -0.052  0.0881
H: 1.297 -0.654 0.666  0.1017
H: 1.313 -0.879 -1.084  0.1388
H: -4.119 1.178 -0.441  0.1303
H: 1.920 1.667 0.511  0.1505
H: -4.547 -1.138 -0.967  0.1008
H: 0.608 1.328 -0.424  0.1252
H: -2.955 -1.403 -1.290  0.0585
H: 2.223 1.521 -1.024  0.1354

- Kohn-Sham gap (Ha) = 0.34860
- maximum force (eV/Å) = 5.176
- net charge = +1
- E_tot (a.u.) = -702.36019
- HOMO (eV) = -12.6
- energy above the lowest of the compared OMol25 structures with the same formula, charge and spin (kcal/mol) = 40.3

---

Q: What is the maximum force in the fourth record?
A: 5.176 eV/Å

---

Repeat the first record exactly.
The following is a DFT calculation (ωB97M-V/def2-TZVPD) of a structure of composition C26H17BF5N5O3RhSe in a non-equilibrium geometry.

Last column: Löwdin charge in e.
CARTESIAN COORDINATES (ANGSTROEM)
Rh: -0.265 -0.431 -0.622  1.3983
Se: 6.457 -3.419 1.072  1.1970
N: 5.905 -1.750 0.822  -0.2109
C: 4.619 -1.801 0.599  -0.3324
C: 3.799 -0.621 0.350  -0.0664
C: 4.291 0.687 0.334  0.0484
C: 3.420 1.728 0.093  0.0080
C: 2.072 1.458 -0.130  -0.0409
N: 1.603 0.216 -0.114  -0.0027
C: 2.446 -0.814 0.117  -0.1164
C: 1.848 -2.143 0.117  -0.1087
N: 0.520 -2.207 -0.138  -0.0043
C: -0.107 -3.379 -0.122  -0.0279
C: 0.583 -4.558 0.147  0.0122
C: 1.939 -4.517 0.387  0.0495
C: 2.595 -3.282 0.374  -0.0662
C: 4.025 -3.114 0.615  -0.3324
N: 4.836 -4.110 0.850  -0.2111
H: 5.345 0.858 0.508  0.1322
H: 3.762 2.752 0.068  0.1256
H: 1.354 2.239 -0.336  0.1291
H: -1.164 -3.363 -0.353  0.1209
H: 0.040 -5.491 0.152  0.1271
H: 2.508 -5.415 0.586  0.1324
C: -7.246 0.988 -1.754  -0.0387
C: -6.639 1.868 -0.677  -0.2800
C: -6.650 3.336 -1.065  -0.1351
C: -6.188 4.183 0.107  -0.1187
C: -4.862 3.694 0.618  -0.1167
C: -4.026 4.536 1.311  0.0753
C: -2.781 4.094 1.756  -0.2457
F: -2.002 4.957 2.414  0.0926
C: -2.331 2.830 1.520  0.0807
C: -3.163 1.952 0.813  -0.0434
C: -2.693 0.628 0.492  -0.2700
O: -1.531 0.237 0.923  -0.0765
C: -3.510 -0.159 -0.298  -0.0321
C: -4.772 0.276 -0.640  0.0700
N: -5.231 1.479 -0.328  0.0657
C: -4.431 2.372 0.371  -0.0475
C: -3.024 -1.481 -0.798  -0.5651
O: -3.735 -2.460 -0.731  0.1118
O: -1.845 -1.429 -1.336  -0.1324
H: -8.222 1.402 -2.003  0.0952
H: -7.411 -0.038 -1.430  0.0873
H: -6.639 0.991 -2.661  0.1043
H: -7.200 1.744 0.254  0.1652
H: -7.665 3.605 -1.355  0.1285
H: -6.008 3.486 -1.937  0.1419
H: -6.928 4.131 0.911  0.1350
H: -6.103 5.233 -0.173  0.1286
H: -4.316 5.561 1.504  0.1415
H: -1.351 2.510 1.841  0.1370
H: -5.422 -0.386 -1.188  0.1421
F: -0.288 0.527 -2.947  0.0962
B: -0.953 1.691 -2.513  -1.1957
F: -0.373 2.833 -2.955  0.1990
F: -2.309 1.618 -2.697  0.1803
F: -0.731 1.603 -1.015  -0.0409

- Kohn-Sham gap (alpha / beta) (Ha) = 0.22957 / 0.22922
- maximum force (eV/Å) = 2.493
- net charge = +1
- E_tot (a.u.) = -4536.74420
- HOMO (alpha / beta) (eV) = -11.5 / -11.5
- energy above the lowest of the compared OMol25 structures with the same formula, charge and spin (kcal/mol) = 33.8

---

Q: Which value of net charge does entry 2 give?
A: 0